Entry 1:
# C34H27F4Si

A 2-piece molecular cluster, C34H27F4Si overall at a distorted geometry (ωB97M-V/def2-TZVPD, the OMol25 dataset).

Calculated values
HOMO energy: -10.821 eV
LUMO level: -6.714 eV
Spin multiplicity: 1
Gap between HOMO and LUMO: 0.151 hartree
Energy above the lowest of the compared OMol25 structures with the same formula, charge and spin: 0.714 eV
Net charge: +1
Electronic energy: -2000.46794 a.u.

XYZ file:
```
66
Properties=species:S:1:pos:R:3:mulliken_charge:R:1
C 4.786 -0.713 0.420 -0.47
C 4.125 -1.935 0.586 -0.68
C 2.868 -1.979 1.200 -0.33
C 2.275 -0.794 1.649 0.39
Si 0.555 -0.759 2.342 0.44
C -0.050 -2.511 2.448 0.24
C -0.332 -3.105 3.684 -0.48
C -0.798 -4.425 3.727 -0.65
C -0.979 -5.147 2.541 -0.54
C -0.698 -4.548 1.307 -0.73
C -0.233 -3.227 1.257 -0.01
C 0.680 -0.105 4.073 0.06
C 1.868 -0.252 4.801 -0.06
C 1.951 0.258 6.103 -0.71
C 0.851 0.910 6.673 -0.44
C -0.338 1.042 5.945 -0.70
C -0.431 0.525 4.648 -0.41
C -0.618 0.261 1.311 -0.69
C 0.053 0.844 0.095 0.19
C 0.106 0.199 -1.080 -1.23
C 2.939 0.430 1.497 0.06
C 4.191 0.471 0.874 -0.83
H 5.763 -0.681 -0.068 0.37
H 4.581 -2.860 0.231 0.39
H 2.349 -2.931 1.329 0.43
H -0.183 -2.537 4.606 0.33
H -1.023 -4.884 4.690 0.39
H -1.343 -6.176 2.577 0.38
H -0.835 -5.103 0.378 0.39
H -0.006 -2.756 0.295 0.40
H 2.725 -0.760 4.349 0.39
H 2.878 0.147 6.667 0.39
H 0.919 1.314 7.686 0.37
H -1.200 1.548 6.384 0.38
H -1.363 0.609 4.083 0.35
H -1.432 -0.424 1.026 0.49
H -1.022 1.050 1.963 0.44
H 0.513 1.833 0.222 0.43
H 0.588 0.661 -1.943 0.35
H -0.305 -0.808 -1.188 0.12
H 2.468 1.354 1.847 0.49
H 4.696 1.429 0.742 0.38
F -0.327 5.705 -5.132 -0.29
C -0.962 4.986 -4.143 0.29
C -1.363 5.661 -2.991 -0.61
C -2.015 4.897 -2.017 0.27
F -2.433 5.527 -0.867 -0.29
C -2.264 3.548 -2.162 -0.92
C -1.861 2.869 -3.360 1.30
C -2.182 1.494 -3.437 -0.23
C -1.955 0.535 -4.452 1.29
C -2.433 -0.792 -4.189 -0.91
C -2.272 -1.782 -5.137 0.24
F -2.760 -3.041 -4.868 -0.29
C -1.643 -1.566 -6.367 -0.59
C -1.170 -0.275 -6.604 0.26
F -0.554 -0.017 -7.809 -0.29
C -1.299 0.769 -5.700 -0.86
C -1.180 3.633 -4.357 -0.89
H -1.185 6.724 -2.863 0.51
H -2.767 2.989 -1.370 0.44
H -2.716 1.109 -2.566 0.25
H -2.924 -1.009 -3.239 0.47
H -1.534 -2.356 -7.104 0.51
H -0.907 1.744 -5.962 0.63
H -0.833 3.183 -5.279 0.63
```

***

Entry 2:
# C34H27IrN8OS5

C34H27IrN8OS5 as an isolated structure at a distorted geometry (ωB97M-V/def2-TZVPD, the OMol25 dataset).

Calculated values
HOMO energy (spin up / spin down): -14.476 / -14.476 eV
LUMO level (spin up / spin down): -9.716 / -11.086 eV
Spin multiplicity: 2
Gap between HOMO and LUMO (spin up / spin down): 0.175 / 0.125 hartree
⟨S²⟩: 0.768
Energy above the lowest of the compared OMol25 structures with the same formula, charge and spin: 4.442 eV
Net charge: +3
Electronic energy: -3919.47529 a.u.

XYZ file:
```
76
Properties=species:S:1:pos:R:3:lowdin_spin:R:1
Ir 0.086 0.077 0.120 0.01
N -2.460 2.604 2.765 0.09
C -2.843 2.118 4.012 0.08
C -3.507 2.943 4.911 -0.01
C -3.917 2.438 6.132 0.07
C -3.695 1.098 6.465 0.03
C -3.036 0.267 5.582 0.01
C -2.584 0.783 4.369 0.10
S -1.646 -0.242 3.312 0.37
N -1.437 0.647 1.934 0.18
C -1.918 1.867 1.777 0.00
C -1.885 2.374 0.420 0.00
C -2.909 3.181 -0.014 0.03
C -3.020 3.476 -1.398 0.00
C -2.185 2.888 -2.268 0.03
C -1.100 1.960 -1.807 0.00
N -0.916 1.870 -0.364 -0.01
H -2.730 3.555 2.547 0.00
H -3.688 3.981 4.660 0.00
H -4.422 3.088 6.833 0.00
H -4.030 0.713 7.418 0.00
H -2.868 -0.776 5.818 0.00
H -3.665 3.535 0.672 0.00
H -3.810 4.128 -1.743 0.00
H -2.263 3.039 -3.336 0.00
H -0.160 2.287 -2.280 0.00
S 2.574 1.820 -5.025 0.00
C 3.120 1.823 -6.625 0.00
C 3.397 0.563 -7.087 0.00
C 3.172 -0.423 -6.118 0.00
C 2.708 0.083 -4.919 0.00
C 2.355 -0.657 -3.729 0.00
C 1.753 -0.036 -2.609 0.00
N 1.374 -0.692 -1.523 0.00
C 1.620 -2.015 -1.420 0.00
C 2.265 -2.718 -2.453 0.00
C 2.589 -4.103 -2.260 0.00
C 2.341 -4.709 -1.079 0.00
C 1.689 -4.004 -0.014 0.00
C 1.421 -4.596 1.221 0.00
C 0.763 -3.876 2.213 0.00
C 0.380 -2.560 1.891 0.00
N 0.615 -1.985 0.730 0.00
C 1.283 -2.674 -0.215 0.00
C 0.454 -4.459 3.503 0.00
C 0.843 -5.685 3.991 0.00
C 0.313 -5.976 5.262 0.00
C -0.473 -4.971 5.744 0.00
S -0.571 -3.660 4.663 0.00
C 2.598 -2.025 -3.616 0.00
H 3.209 2.749 -7.170 0.00
H 3.750 0.369 -8.087 0.00
H 3.343 -1.473 -6.301 0.00
H 1.626 1.039 -2.593 0.00
H 3.051 -4.639 -3.078 0.00
H 2.619 -5.741 -0.910 0.00
H 1.729 -5.618 1.392 0.00
H -0.143 -1.975 2.632 0.00
H 1.503 -6.357 3.465 0.00
H 0.491 -6.896 5.797 0.00
H -1.003 -4.948 6.683 0.00
H 3.099 -2.561 -4.410 0.00
O -1.077 1.067 -4.660 0.00
S -1.407 0.070 -3.668 0.00
N -1.408 0.572 -2.226 0.00
C 1.119 3.179 3.979 0.00
N 1.230 2.260 2.855 0.00
C 2.328 2.079 2.136 0.00
N 3.460 2.674 2.473 0.00
S 2.337 1.078 0.740 0.00
H 0.098 3.165 4.348 0.00
H 1.362 4.198 3.672 0.00
H 1.780 2.889 4.798 0.00
H 0.425 1.741 2.552 0.00
H 3.548 3.233 3.307 0.00
H 4.274 2.561 1.888 0.00
```

***

Entry 3:
# C34H28Cl2N8O3S2Tb

C34H28Cl2N8O3S2Tb as an isolated structure (ωB97M-V/def2-TZVPD, the OMol25 dataset).

Calculated values
HOMO energy (spin up / spin down): -9.823 / -9.900 eV
LUMO level (spin up / spin down): -5.449 / -2.438 eV
Spin multiplicity: 7
Gap between HOMO and LUMO (spin up / spin down): 0.161 / 0.274 hartree
⟨S²⟩: 12.100
Net charge: +1
Electronic energy: -4517.35214 a.u.

XYZ file:
```
78
Properties=species:S:1:pos:R:3:lowdin_spin:R:1
Tb 0.376 -0.189 0.037 5.95
Cl 5.269 2.339 4.554 0.00
C 4.540 1.396 3.303 0.00
C 3.326 1.818 2.781 0.00
C 2.699 1.078 1.786 0.00
N 1.530 1.478 1.087 -0.01
C 0.749 2.508 1.497 0.00
O 0.706 3.045 2.595 -0.01
C -0.158 3.026 0.397 0.00
C -0.683 4.299 0.516 0.00
C -1.430 4.813 -0.531 0.00
C -1.638 4.027 -1.651 0.00
C -1.113 2.750 -1.669 0.00
N -0.386 2.243 -0.669 0.01
C 3.296 -0.099 1.316 0.00
C 4.520 -0.498 1.828 0.00
C 5.141 0.241 2.822 0.00
Cl 6.653 -0.316 3.444 0.00
N 2.546 -0.863 0.391 -0.03
C 3.176 -1.600 -0.561 0.00
O 4.351 -1.593 -0.878 -0.02
C 2.243 -2.578 -1.258 0.00
C 2.791 -3.545 -2.085 0.00
C 1.962 -4.519 -2.609 0.00
C 0.610 -4.487 -2.292 0.00
C 0.141 -3.463 -1.496 0.00
N 0.935 -2.516 -0.985 0.00
H 2.874 2.722 3.157 0.00
H -0.480 4.855 1.420 0.00
H -1.834 5.816 -0.478 0.00
H -2.204 4.385 -2.500 0.00
H -1.282 2.103 -2.521 0.00
H 5.000 -1.390 1.453 0.00
H 3.856 -3.513 -2.272 0.00
H 2.360 -5.299 -3.246 0.00
H -0.074 -5.240 -2.657 0.00
H -0.912 -3.396 -1.253 0.00
C 1.640 -2.651 3.375 0.00
C 0.785 -3.069 2.204 0.00
O -0.135 -2.015 1.803 0.03
H 2.272 -3.486 3.679 0.00
H 1.026 -2.372 4.235 0.00
H 2.287 -1.812 3.112 0.00
H 0.199 -3.960 2.429 0.00
H 1.387 -3.266 1.325 0.00
H -0.658 -1.766 2.576 0.00
N -0.196 0.329 3.610 0.00
C -1.327 0.692 2.950 0.00
N -1.535 0.544 1.658 0.02
C -2.817 1.052 1.335 0.00
C -3.369 1.153 0.063 0.00
C -4.639 1.685 -0.089 0.00
C -5.371 2.128 1.012 0.00
C -4.831 2.051 2.283 0.00
C -3.558 1.516 2.422 0.00
S -2.630 1.358 3.879 0.00
H 0.666 0.352 3.076 0.00
H -0.069 0.763 4.513 0.00
H -2.801 0.845 -0.801 0.00
H -5.062 1.768 -1.083 0.00
H -6.361 2.541 0.875 0.00
H -5.381 2.409 3.145 0.00
N -2.993 -1.874 -0.861 0.00
C -2.379 -1.304 -1.920 0.00
N -1.203 -0.741 -1.864 0.02
C -0.799 -0.311 -3.138 0.01
C 0.432 0.258 -3.448 0.02
C 0.683 0.643 -4.753 0.00
C -0.279 0.464 -5.748 0.00
C -1.500 -0.121 -5.457 0.00
C -1.738 -0.509 -4.146 0.00
S -3.137 -1.316 -3.483 0.00
H -2.625 -1.704 0.063 0.00
H -3.972 -2.100 -0.915 0.00
H 1.199 0.404 -2.695 0.01
H 1.639 1.083 -5.005 0.00
H -0.064 0.775 -6.761 0.00
H -2.238 -0.279 -6.232 0.00
```

***

Entry 4:
# C34H28N6O6ReS3

C34H28N6O6ReS3 as an isolated structure (ωB97M-V/def2-TZVPD, the OMol25 dataset).

Calculated values
HOMO energy (spin up / spin down): -7.740 / -7.731 eV
LUMO level (spin up / spin down): -1.046 / -2.265 eV
Spin multiplicity: 4
Gap between HOMO and LUMO (spin up / spin down): 0.246 / 0.201 hartree
⟨S²⟩: 3.778
Energy above the lowest of the compared OMol25 structures with the same formula, charge and spin: 0.000 eV
Electronic energy: -3365.38078 a.u.

XYZ file:
```
78
Properties=species:S:1:pos:R:3:lowdin_spin:R:1
Re -1.075 -0.335 -0.944 2.40
O -2.934 5.673 2.068 0.01
C -2.381 5.629 0.964 0.00
O -2.048 6.503 0.156 0.01
C -2.117 4.204 0.463 0.02
C -2.242 3.877 -0.884 0.00
C -1.998 2.592 -1.311 0.02
N -1.601 1.635 -0.463 0.01
C -1.472 1.938 0.848 0.02
C -1.741 3.190 1.342 0.00
C -1.049 0.783 1.709 0.02
O -0.935 0.846 2.908 0.03
O -0.850 -0.327 1.016 0.10
H -2.509 4.652 -1.588 0.00
H -2.091 2.307 -2.350 0.00
H -1.674 3.381 2.404 0.00
C 3.784 2.523 3.959 0.00
C 3.309 2.146 2.584 0.00
C 3.873 1.071 1.903 0.00
C 3.437 0.719 0.636 0.00
C 2.427 1.463 0.045 0.00
C 1.863 2.555 0.693 0.00
C 2.303 2.883 1.963 0.00
S 1.839 1.020 -1.550 0.02
O 2.953 0.810 -2.432 0.01
O 0.822 1.972 -1.924 0.02
N 1.019 -0.382 -1.344 0.07
C 1.621 -1.639 -1.448 -0.01
C 2.940 -1.943 -1.694 0.02
C 3.380 -3.281 -1.719 0.00
C 2.526 -4.327 -1.529 0.02
C 1.155 -4.059 -1.314 0.00
C 0.196 -5.069 -1.124 0.03
C -1.117 -4.742 -0.923 0.00
C -1.481 -3.394 -0.906 0.03
N -0.603 -2.417 -1.075 0.00
C 0.717 -2.723 -1.278 0.01
H 4.371 1.724 4.411 0.00
H 2.942 2.752 4.613 0.00
H 4.414 3.413 3.922 0.00
H 4.661 0.492 2.370 0.00
H 3.875 -0.123 0.123 0.00
H 1.098 3.138 0.201 0.00
H 1.860 3.727 2.476 0.00
H 3.652 -1.154 -1.868 0.00
H 4.430 -3.469 -1.893 0.00
H 2.872 -5.351 -1.540 0.00
H 0.514 -6.104 -1.135 0.00
H -1.876 -5.495 -0.772 0.00
H -2.508 -3.098 -0.745 0.00
S -5.369 -1.055 -2.218 0.02
C -5.369 -1.209 -0.514 -0.01
C -4.132 -1.025 0.032 0.01
C -3.133 -0.752 -0.946 0.00
C -3.680 -0.744 -2.209 0.05
C -2.844 -0.465 -3.359 0.02
C -3.268 -0.394 -4.679 0.00
C -2.351 -0.095 -5.666 0.02
C -1.022 0.126 -5.327 0.00
C -0.655 0.040 -4.001 0.02
N -1.541 -0.249 -3.035 0.02
H -6.294 -1.414 -0.001 0.00
H -3.945 -1.070 1.094 0.00
H -4.309 -0.565 -4.914 0.00
H -2.669 -0.031 -6.698 0.00
H -0.279 0.368 -6.071 0.00
H 0.360 0.210 -3.679 0.00
C 1.290 -0.247 5.142 0.00
N 1.927 -0.932 4.037 0.00
C 1.305 -1.727 3.152 0.00
N 0.002 -2.000 3.394 0.00
S 2.136 -2.368 1.844 0.00
H 2.053 0.305 5.684 0.00
H 0.843 -0.963 5.833 0.00
H 0.532 0.457 4.793 0.00
H 2.865 -0.678 3.774 0.00
H -0.528 -1.318 3.915 0.00
H -0.479 -2.392 2.603 0.00
```

***

Entry 5:
# C34H29As3OsS4

C34H29As3OsS4 as an isolated structure at a distorted geometry (ωB97M-V/def2-TZVPD, the OMol25 dataset).

Calculated values
HOMO energy (spin up / spin down): -7.686 / -7.677 eV
LUMO level (spin up / spin down): -3.144 / -3.252 eV
Spin multiplicity: 1
Gap between HOMO and LUMO (spin up / spin down): 0.167 / 0.163 hartree
Energy above the lowest of the compared OMol25 structures with the same formula, charge and spin: 5.612 eV
Electronic energy: -9703.55555 a.u.

XYZ file:
```
71
Properties=species:S:1:pos:R:3:mulliken_charge:R:1
Os 0.205 -0.803 0.421 1.31
C -0.011 3.828 -1.344 -1.29
C -0.814 3.065 -2.383 -1.47
As -0.443 1.104 -2.279 0.55
C 1.470 1.138 -2.668 1.08
C 2.312 0.301 -1.949 -0.48
C 3.672 0.266 -2.196 -1.03
C 4.213 1.098 -3.161 -0.50
C 3.391 1.959 -3.869 -0.80
C 2.027 1.973 -3.633 0.13
C -1.149 0.735 -4.074 0.06
C -0.394 0.194 -5.105 -0.37
C -0.940 0.048 -6.370 -0.68
C -2.249 0.427 -6.613 -0.45
C -3.023 0.931 -5.580 -0.67
C -2.477 1.074 -4.318 -0.59
As 0.054 2.738 0.314 0.54
C -1.868 2.635 0.657 0.94
C -2.672 3.772 0.636 0.07
C -4.021 3.681 0.929 -0.76
C -4.576 2.457 1.270 -0.49
C -3.792 1.315 1.274 -0.99
C -2.450 1.409 0.950 -0.35
C 0.580 4.148 1.555 0.35
C 1.822 4.736 1.331 -0.49
C 2.304 5.711 2.183 -0.69
C 1.551 6.095 3.282 -0.44
C 0.326 5.497 3.528 -0.67
C -0.155 4.519 2.674 -0.57
H -0.423 4.829 -1.173 0.67
H 1.025 3.951 -1.681 0.59
H -0.626 3.438 -3.398 0.74
H -1.887 3.184 -2.188 0.55
H 1.878 -0.361 -1.171 0.09
H 4.306 -0.408 -1.642 0.46
H 5.274 1.079 -3.359 0.39
H 3.814 2.618 -4.613 0.42
H 1.387 2.635 -4.208 0.39
H 0.632 -0.103 -4.916 0.38
H -0.337 -0.353 -7.171 0.42
H -2.668 0.329 -7.604 0.39
H -4.048 1.218 -5.760 0.41
H -3.081 1.460 -3.500 0.41
H -2.237 4.737 0.392 0.38
H -4.641 4.566 0.899 0.41
H -5.622 2.393 1.529 0.38
H -4.221 0.359 1.533 0.45
H -1.832 0.490 0.926 0.06
H 2.412 4.411 0.476 0.34
H 3.269 6.162 2.001 0.39
H 1.929 6.849 3.955 0.37
H -0.252 5.788 4.394 0.40
H -1.107 4.040 2.877 0.38
S -0.954 -1.241 4.622 -0.40
As 0.785 -1.322 3.438 0.34
S 0.432 -2.699 1.648 -0.08
S 1.006 0.493 2.144 -0.25
S 2.519 -1.769 4.535 -0.42
C -0.459 -1.722 -1.194 -1.66
C -0.653 -2.440 -2.170 1.17
C -0.852 -3.394 -3.186 0.57
C -2.122 -3.931 -3.419 -0.52
C -2.290 -4.923 -4.364 -0.55
C -1.204 -5.394 -5.087 -0.39
C 0.056 -4.853 -4.872 -0.60
C 0.237 -3.861 -3.930 -0.48
H -2.957 -3.569 -2.838 0.45
H -3.272 -5.343 -4.530 0.40
H -1.336 -6.189 -5.808 0.40
H 0.903 -5.218 -5.435 0.40
H 1.216 -3.445 -3.742 0.47
```

***

Entry 6:
# C34H29BrN2O4PSn

C34H29BrN2O4PSn as an isolated structure (ωB97M-V/def2-TZVPD, the OMol25 dataset).

Calculated values
HOMO energy: -4.097 eV
LUMO level: 2.515 eV
Spin multiplicity: 1
Gap between HOMO and LUMO: 0.243 hartree
Energy above the lowest of the compared OMol25 structures with the same formula, charge and spin: 1.393 eV
Net charge: -1
Electronic energy: -4853.16012 a.u.

XYZ file:
```
72
Properties=species:S:1:pos:R:3:mulliken_charge:R:1
Sn -0.501 0.742 0.571 0.92
O -1.271 -1.458 1.150 -0.36
N -0.841 -2.168 2.120 -0.76
N 0.159 -1.670 2.729 1.28
O 0.750 -0.566 2.382 -0.69
C 0.682 -2.431 3.841 -0.06
C -0.141 -3.258 4.589 -0.38
C 0.401 -3.989 5.636 -0.49
C 1.754 -3.893 5.936 -0.40
C 2.564 -3.046 5.188 -0.63
C 2.029 -2.305 4.143 -0.17
H -1.191 -3.323 4.340 0.44
H -0.239 -4.632 6.229 0.36
H 2.172 -4.461 6.759 0.38
H 3.621 -2.967 5.415 0.37
H 2.625 -1.619 3.558 0.48
C 4.797 -2.921 -2.464 -2.00
C 5.137 -1.483 -2.127 1.51
C 6.437 -1.066 -2.431 -0.76
C 6.880 0.224 -2.197 -0.63
C 6.012 1.152 -1.640 -0.67
C 4.723 0.757 -1.318 -1.23
C 4.253 -0.547 -1.549 0.51
P 2.465 -0.690 -1.077 0.63
C 2.261 -2.432 -0.491 1.34
C 3.226 -2.787 0.464 -1.23
C 3.211 -4.010 1.111 -0.82
C 2.194 -4.910 0.827 -0.82
C 1.207 -4.555 -0.076 -0.53
C 1.199 -3.323 -0.737 0.43
C 0.030 -3.027 -1.649 -0.93
C 1.665 -0.534 -2.714 1.13
C 2.152 -1.217 -3.828 -0.15
C 1.439 -1.280 -5.013 -0.78
C 0.198 -0.652 -5.074 -0.90
C -0.266 0.093 -4.005 -0.49
C 0.468 0.236 -2.808 0.91
C -0.040 1.155 -1.765 -2.25
H 5.318 -3.217 -3.378 0.50
H 3.735 -3.083 -2.604 0.22
H 5.120 -3.591 -1.665 0.44
H 7.114 -1.784 -2.887 0.40
H 7.896 0.506 -2.456 0.36
H 6.336 2.170 -1.450 0.40
H 4.044 1.473 -0.863 0.39
H 4.019 -2.076 0.689 0.51
H 3.969 -4.249 1.848 0.44
H 2.160 -5.873 1.324 0.38
H 0.388 -5.243 -0.266 0.32
H -0.693 -3.839 -1.593 0.45
H 0.334 -2.913 -2.689 0.23
H -0.481 -2.108 -1.357 -0.15
H 3.100 -1.740 -3.759 0.12
H 1.833 -1.818 -5.868 0.39
H -0.399 -0.725 -5.978 0.38
H -1.221 0.607 -4.080 0.32
H -0.877 1.746 -2.139 0.51
H 0.740 1.824 -1.404 0.58
Br -4.212 1.829 -3.877 -0.11
C -3.967 0.277 -2.805 -0.29
C -4.049 -0.932 -3.485 -0.49
C -3.868 -2.128 -2.809 -0.46
C -3.589 -2.116 -1.452 -0.57
C -3.471 -0.905 -0.787 -0.30
C -3.659 0.320 -1.437 0.77
C -3.534 1.590 -0.585 0.21
O -4.349 2.492 -0.729 -0.67
O -2.559 1.586 0.269 -0.62
H -4.253 -0.930 -4.548 0.40
H -3.937 -3.068 -3.349 0.36
H -3.449 -3.041 -0.903 0.42
H -3.254 -0.897 0.276 0.53
```